Entry 1:
This record from the OMol25 dataset describes one molecule with the formula C9H9NO2. The level of theory is ωB97M-V with the def2-TZVPD basis set.

Calculated values
SMILES: CO/C(C=O)=C/C=C\C=C\C#N
Spin multiplicity: 1
HOMO energy in eV: -9.00
Relative energy (zero: lowest compared OMol25 entry of this formula, charge and spin) in eV: 4.912
Largest force on an atom in Eh/bohr: 0.0845

The geometry in XYZ format:
```
21
C9H9NO2 ωB97M-V with the def2-TZVPD basis set
C 1.954 0.887 -1.996
O 1.877 -0.449 -1.636
C 0.549 -0.728 -1.221
C 0.214 -2.114 -0.975
O -0.846 -2.524 -0.645
C -0.309 0.188 -0.874
C -1.693 -0.177 -0.423
C -2.221 0.238 0.740
C -1.323 0.586 1.829
C -0.125 0.134 2.057
C 0.756 0.632 3.011
N 1.440 1.052 3.814
H 2.834 1.116 -2.464
H 2.041 1.402 -0.986
H 1.022 1.200 -2.495
H 1.145 -2.754 -0.929
H -0.153 1.301 -0.605
H -2.422 -0.526 -1.192
H -3.210 -0.001 0.882
H -1.726 1.229 2.598
H 0.197 -0.691 1.508
```



Entry 2:
This record from the OMol25 dataset describes one molecule with the formula C9H9NO3. The level of theory is ωB97M-V with the def2-TZVPD basis set.

Calculated values
SMILES: O=C(O)/C=N/OCc1ccccc1
Spin multiplicity: 1
HOMO energy in eV: -9.48
Relative energy (zero: lowest compared OMol25 entry of this formula, charge and spin) in eV: 0.790
Largest force on an atom in Eh/bohr: 0.0526

The geometry in XYZ format:
```
22
C9H9NO3 ωB97M-V with the def2-TZVPD basis set
O 2.108 5.158 0.640
C 1.700 4.368 -0.203
O 1.739 4.669 -1.529
C 1.160 3.061 0.259
N 0.754 2.088 -0.514
O 0.420 0.955 0.212
C -0.703 0.335 -0.395
C -0.673 -1.146 -0.054
C -1.055 -1.600 1.211
C -1.161 -2.953 1.493
C -0.818 -3.903 0.543
C -0.420 -3.494 -0.708
C -0.341 -2.094 -0.976
H 2.176 5.533 -1.657
H 1.224 2.866 1.338
H -0.668 0.453 -1.467
H -1.599 0.802 -0.021
H -1.314 -0.892 1.979
H -1.487 -3.262 2.483
H -0.880 -4.950 0.781
H -0.118 -4.195 -1.443
H -0.044 -1.797 -1.974
```



Entry 3:
This record from the OMol25 dataset describes a 2-piece molecular cluster, C9H9NO3 overall. The level of theory is ωB97M-V with the def2-TZVPD basis set.

Calculated values
SMILES: O=C(O)c1ccccc1.CC#[N+][O-]
Spin multiplicity: 1
HOMO energy in eV: -9.29
Relative energy (zero: lowest compared OMol25 entry of this formula, charge and spin) in eV: 2.376
Largest force on an atom in Eh/bohr: 0.0820

The geometry in XYZ format:
```
22
C9H9NO3 ωB97M-V with the def2-TZVPD basis set
O 2.179 0.943 -1.719
C 1.843 1.385 -0.617
O 2.568 2.199 0.097
C 0.421 1.185 -0.175
C -0.099 1.849 0.927
C -1.484 1.771 1.236
C -2.316 0.899 0.511
C -1.787 0.313 -0.646
C -0.455 0.460 -1.017
H 3.428 2.179 -0.243
H 0.604 2.437 1.451
H -1.911 2.196 2.195
H -3.362 0.704 0.766
H -2.451 -0.221 -1.368
H 0.065 -0.137 -1.738
C 3.462 -1.172 -1.428
C 2.792 -0.929 -0.171
N 2.669 -0.785 0.977
O 2.333 -0.740 2.116
H 4.600 -1.102 -1.189
H 3.404 -2.152 -1.916
H 3.238 -0.435 -2.121
```



Entry 4:
This record from the OMol25 dataset describes a 2-piece molecular cluster, C9H9NO7S overall. The level of theory is ωB97M-V with the def2-TZVPD basis set.

Calculated values
Charge: -2
Spin multiplicity: 1
HOMO energy in eV: 0.65
Largest force on an atom in Eh/bohr: 0.0307

The geometry in XYZ format:
```
27
C9H9NO7S ωB97M-V with the def2-TZVPD basis set
C 0.940 1.852 1.397
C 0.687 1.699 0.239
C 0.257 1.338 -1.130
C -0.449 0.004 -1.090
C 0.043 -1.201 -1.372
N 1.303 -1.658 -1.812
C 2.453 -1.072 -1.130
C 2.489 -1.355 0.390
C -1.122 -2.172 -1.135
O -1.055 -3.351 -1.293
O -2.221 -1.499 -0.725
C -1.896 -0.116 -0.706
O -2.652 0.740 -0.471
H 1.047 1.745 2.452
H 1.074 1.382 -1.853
H -0.486 2.102 -1.404
H 1.390 -1.652 -2.817
H 3.346 -1.553 -1.562
H 2.599 0.007 -1.282
H 2.237 -0.457 0.960
H 3.541 -1.559 0.646
H 1.895 -2.224 0.686
O -3.762 2.747 1.707
S -3.054 1.820 2.634
O -3.738 0.496 2.641
O -3.051 2.391 4.012
O -1.637 1.640 2.171
```



Entry 5:
This record from the OMol25 dataset describes one molecule with the formula C9H9NS. The level of theory is ωB97M-V with the def2-TZVPD basis set.

Calculated values
Spin multiplicity: 1
HOMO energy (alpha / beta) in eV: -7.45 / -7.44
Relative energy (zero: lowest compared OMol25 entry of this formula, charge and spin) in eV: 4.833
Largest force on an atom in Eh/bohr: 0.0281

The geometry in XYZ format:
```
20
C9H9NS ωB97M-V with the def2-TZVPD basis set
C -1.389 2.209 -0.749
C -0.284 2.743 -1.409
C -1.353 0.910 -0.281
C 0.844 1.980 -1.581
C -0.230 0.109 -0.450
C 0.893 0.660 -1.102
C -0.229 -1.309 0.010
C 0.843 -2.596 2.005
C -0.022 -1.493 1.525
N 1.215 -1.233 2.135
S 2.320 -0.256 -1.375
H -2.278 2.806 -0.613
H -0.320 3.754 -1.787
H -2.222 0.495 0.208
H 1.707 2.376 -2.095
H -1.188 -1.774 -0.237
H 0.578 -1.845 -0.496
H 0.613 -3.149 2.909
H 1.396 -3.177 1.272
H -0.896 -1.211 2.111
```



Entry 6:
This record from the OMol25 dataset describes CBr3IS as an isolated structure. The level of theory is ωB97M-V with the def2-TZVPD basis set.

Calculated values
Spin multiplicity: 1
HOMO energy (alpha / beta) in eV: -9.81 / -9.74
Relative energy (zero: lowest compared OMol25 entry of this formula, charge and spin) in eV: 1.892
Largest force on an atom in Eh/bohr: 0.0345

The geometry in XYZ format:
```
6
CBr3IS ωB97M-V with the def2-TZVPD basis set
C -0.716 0.294 0.144
S 0.621 1.258 -0.493
Br 0.003 -0.689 1.886
Br -2.342 1.257 0.608
Br -1.044 -1.080 -1.138
I 3.478 -1.040 -1.006
```